Entry 1:
14
Properties=species:S:1:pos:R:3 method="wB97M-V/def2-TZVPD" lumo_energy_ev=-0.58 orbital_gap_ev=8.56 molar_mass_g_mol=168.6 e_above_lowest_kcal_mol=19.7
C -1.532 0.590 0.465
C 0.473 3.106 -1.444
C -0.547 -0.604 0.562
N -2.573 -0.082 0.927
N 0.729 -0.484 0.360
O -1.389 1.705 -0.001
O 0.701 1.986 -1.736
S -1.527 -1.682 1.284
Cl 0.011 -3.230 1.398
H -0.261 3.694 -2.024
H 0.836 3.623 -0.539
H -3.493 0.388 1.110
H 1.185 -1.250 0.670
H 0.978 0.392 -0.222

---

Entry 2:
25
Properties=species:S:1:pos:R:3 method="wB97M-V/def2-TZVPD" lumo_energy_ev=0.82 orbital_gap_ev=9.45 molar_mass_g_mol=170.3 e_above_lowest_kcal_mol=23.0
C 1.188 2.359 0.334
C 1.131 0.888 0.715
C 2.196 -0.002 0.519
C 2.219 -1.289 1.078
C 1.085 -1.668 1.836
O 0.956 -3.018 2.233
C 0.062 -0.815 2.077
C 0.037 0.390 1.400
H 2.132 2.643 -0.130
H 0.996 2.943 1.215
H 0.452 2.478 -0.447
H 3.078 0.207 -0.053
H 2.992 -1.941 0.676
H 0.774 -3.044 3.181
H -0.856 -1.025 2.606
H -0.825 1.041 1.399
C -1.073 -0.731 -1.494
C -1.694 0.037 -2.753
S -2.333 1.706 -2.288
H -0.095 -0.992 -1.849
H -1.734 -1.574 -1.320
H -1.088 -0.153 -0.571
H -0.809 0.185 -3.393
H -2.580 -0.497 -3.195
H -3.433 1.353 -1.539